DFT (ωB97M-V with the def2-TZVPD basis set) results for a structure of composition C7H17N3O3P at a distorted geometry.

Properties
orbital gap = 7.6 eV
electronic energy = -1007.98110 hartree

```
! RIJCOSX wB97M-V def2-TZVPD def2/J DEFGRID3
* xyz 1 1
O -2.147 5.162 1.460
C -1.605 5.453 0.510
N -0.872 5.995 -0.334
P 0.648 5.237 -0.311
H 1.276 5.382 0.943
H 0.435 3.860 -0.596
H 1.452 5.821 -1.302
C 0.654 0.902 -1.515
O 0.956 2.086 -1.691
N -0.374 0.290 -2.091
C -0.664 -1.115 -1.839
C -1.228 1.043 -2.996
H 1.236 0.245 -0.854
H -0.622 -1.665 -2.781
H -1.666 -1.207 -1.412
H 0.070 -1.536 -1.139
H -0.634 1.430 -3.824
H -1.670 1.889 -2.466
H -2.016 0.404 -3.381
C 1.076 -3.284 0.732
O 1.238 -2.263 0.077
N 0.621 -3.322 1.990
C 0.451 -4.572 2.711
C 0.286 -2.073 2.653
H 1.301 -4.279 0.321
H -0.594 -4.688 3.001
H 1.073 -4.563 3.608
H 0.742 -5.414 2.088
H -0.491 -1.555 2.089
H 1.168 -1.432 2.693
H -0.066 -2.270 3.661
*
```



DFT (ωB97M-V with the def2-TZVPD basis set) results for a cluster of 2 separate species, C4H12 in total at a distorted geometry.

Properties
orbital gap (spin up / spin down) = 9.1 / 1.4 eV
electronic energy = -159.11326 hartree
expectation value of S² = 0.753

```
! RIJCOSX wB97M-V def2-TZVPD def2/J DEFGRID3
* xyz 1 2
C -2.653 -3.513 1.498
C -2.644 -5.037 1.873
H -2.277 -3.025 2.408
H -3.540 -2.973 1.153
H -1.967 -3.323 0.591
H -2.495 -5.300 2.903
H -3.521 -5.425 1.490
H -1.811 -5.579 1.337
C 3.163 4.410 -1.179
C 2.140 3.917 -2.199
H 2.916 5.358 -0.560
H 4.063 4.571 -1.639
H 3.081 3.975 -0.166
H 2.016 4.787 -2.905
H 2.394 3.040 -2.855
H 1.135 4.117 -1.749
*
```



DFT (ωB97M-V with the def2-TZVPD basis set) results for a cluster of 6 separate species, C10H22Cl12O8P2 in total at a distorted geometry.

Properties
orbital gap = 11.0 eV
SMILES = COP(=O)(OC)OC.COP(=O)(OC)OC.ClC(Cl)Cl.ClC(Cl)Cl.ClC(Cl)Cl.ClC(Cl)Cl
electronic energy = -7201.29581 hartree

```
! RIJCOSX wB97M-V def2-TZVPD def2/J DEFGRID3
* xyz 0 1
C -0.071 -1.296 -1.260
O 0.367 -0.471 -2.329
P -0.433 -0.525 -3.705
O -0.704 -1.881 -4.256
O -1.632 0.482 -3.464
C -2.568 0.614 -4.532
O 0.552 0.286 -4.640
C 0.677 0.112 -6.035
H -0.993 -1.842 -1.487
H -0.445 -0.675 -0.437
H 0.676 -1.996 -0.897
H -3.477 1.066 -4.156
H -2.834 -0.349 -4.980
H -2.121 1.145 -5.374
H 1.146 -0.816 -6.355
H 1.275 0.967 -6.354
H -0.245 0.203 -6.618
C -3.075 -2.620 3.186
O -3.618 -2.762 1.884
P -2.817 -2.015 0.701
O -1.413 -2.403 0.495
O -2.955 -0.457 1.038
C -2.530 0.488 0.053
O -3.790 -2.197 -0.553
C -3.678 -3.426 -1.287
H -3.254 -3.477 3.838
H -3.556 -1.815 3.748
H -2.005 -2.435 3.132
H -1.431 0.541 0.025
H -2.826 1.493 0.335
H -2.798 0.107 -0.933
H -2.638 -3.774 -1.283
H -3.813 -3.189 -2.339
H -4.310 -4.182 -0.839
C -0.036 0.663 3.780
Cl 1.659 0.876 4.273
Cl -0.867 2.219 3.633
Cl -0.945 -0.403 4.801
H 0.058 0.259 2.778
C 2.393 1.255 0.109
Cl 2.745 1.734 -1.537
Cl 0.914 2.056 0.641
Cl 3.737 1.629 1.156
H 2.275 0.178 0.164
C 4.075 4.857 2.481
Cl 4.977 6.372 2.564
Cl 2.368 5.027 2.177
Cl 4.353 3.960 4.002
H 4.569 4.294 1.699
C 5.696 0.477 4.511
Cl 7.245 0.213 3.687
Cl 6.067 1.410 5.985
Cl 4.979 -1.080 4.890
H 5.075 1.104 3.885
*
```



DFT (ωB97M-V with the def2-TZVPD basis set) results for the ion C3H13N4 with charge +1 at a distorted geometry.

Properties
orbital gap = 10.3 eV
SMILES = C[C@@H](N)[C@H]([NH3+])NN
electronic energy = -340.84849 hartree

```
! RIJCOSX wB97M-V def2-TZVPD def2/J DEFGRID3
* xyz 1 1
C -1.566 0.363 -1.169
C -1.302 0.000 0.301
C 0.377 0.033 0.533
N -1.762 -1.272 0.746
N 0.916 1.423 0.551
N 1.161 -0.601 -0.483
N 2.531 -0.392 -0.118
H -0.692 0.802 -1.647
H -1.817 -0.532 -1.738
H -2.399 1.055 -1.260
H -1.670 0.775 0.976
H 0.526 -0.395 1.540
H -2.696 -1.229 1.130
H -1.744 -1.969 0.009
H 1.937 1.160 0.332
H 0.520 1.979 -0.215
H 0.905 -1.576 -0.618
H 2.847 -1.025 0.620
H 3.123 -0.511 -0.932
H 0.806 1.910 1.442
*
```



DFT (ωB97M-V with the def2-TZVPD basis set) results for a structure of composition C29H29BF2IrN8OS5 at a distorted geometry.

Properties
orbital gap (spin up / spin down) = 5.0 / 4.9 eV
electronic energy = -3955.77757 hartree

```
! RIJCOSX wB97M-V def2-TZVPD def2/J DEFGRID3
* xyz -1 1
Ir -0.370 -0.421 -0.252
C 0.632 -0.072 3.941
C 0.539 -0.625 2.537
N -0.028 0.108 1.613
N -0.497 1.349 2.063
C -0.737 2.200 1.131
S -0.656 1.960 -0.565
S -1.247 3.825 1.659
C -0.182 4.093 3.120
C 1.234 4.418 2.733
C 1.639 5.747 2.633
C 2.926 6.072 2.233
C 3.829 5.066 1.918
C 3.433 3.739 2.009
C 2.147 3.416 2.416
C 1.102 -1.945 2.285
C 1.410 -2.763 3.397
C 2.046 -3.973 3.290
C 2.455 -4.407 2.019
C 2.165 -3.652 0.919
C 1.410 -2.449 0.992
O 1.066 -1.911 -0.129
H 0.802 1.000 3.934
H 1.435 -0.543 4.498
H -0.310 -0.240 4.470
H -0.259 3.190 3.722
H -0.629 4.926 3.662
H 0.931 6.535 2.867
H 3.221 7.111 2.161
H 4.833 5.315 1.601
H 4.124 2.946 1.754
H 1.844 2.377 2.458
H 1.112 -2.444 4.386
H 2.234 -4.569 4.173
H 2.983 -5.345 1.894
H 2.467 -3.980 -0.066
S 2.056 -6.854 -1.209
C 0.942 -5.677 -1.567
S -0.640 -5.586 -0.863
C -0.984 -4.148 -1.789
N -0.021 -3.780 -2.555
N 1.056 -4.627 -2.407
C 2.256 -4.200 -3.056
C 2.641 -2.879 -2.880
C 3.791 -2.428 -3.509
C 4.543 -3.290 -4.297
C 4.142 -4.610 -4.459
C 2.991 -5.073 -3.840
S -2.526 -3.368 -1.629
H 2.048 -2.240 -2.236
H 4.102 -1.401 -3.374
H 5.442 -2.935 -4.784
H 4.726 -5.285 -5.072
H 2.670 -6.099 -3.950
C -4.380 3.165 -2.784
C -5.026 3.221 -1.402
C -4.115 3.925 -0.405
C -5.447 1.835 -0.909
N -4.360 0.859 -0.840
C -3.502 0.589 0.156
N -2.641 -0.357 -0.249
N -3.111 -0.655 -1.492
N -4.109 0.105 -1.889
H -4.229 4.177 -3.164
H -4.993 2.615 -3.499
H -3.404 2.682 -2.733
H -5.968 3.776 -1.479
H -3.146 3.425 -0.360
H -4.541 3.946 0.600
H -3.931 4.955 -0.715
H -6.183 1.402 -1.585
H -5.879 1.899 0.089
H -3.471 1.101 1.101
F -0.918 -1.142 -2.314
B -2.260 -1.595 -2.426
F -2.725 -1.502 -3.698
*
```



DFT (ωB97M-V with the def2-TZVPD basis set) results for a structure of composition C9H27KO12P3 at a distorted geometry.

Properties
orbital gap = 10.7 eV
electronic energy = -2886.07021 hartree

```
! RIJCOSX wB97M-V def2-TZVPD def2/J DEFGRID3
* xyz 1 1
K 0.203 1.607 2.595
C -1.772 -2.748 0.735
O -2.815 -1.843 0.710
P -3.176 -1.008 2.034
O -2.095 -0.090 2.544
O -3.851 -2.096 3.090
C -4.977 -2.816 2.904
O -4.529 -0.063 1.536
C -4.150 0.942 0.579
H -0.814 -2.230 0.773
H -1.940 -3.447 -0.085
H -1.913 -3.334 1.643
H -5.662 -2.139 2.393
H -5.379 -3.024 3.895
H -4.799 -3.734 2.344
H -4.952 1.186 -0.117
H -3.283 0.661 -0.018
H -3.826 1.804 1.163
C 0.562 2.428 -3.703
O 0.365 2.457 -2.240
P -0.911 1.728 -1.542
O -0.797 1.664 -0.051
O -0.962 0.312 -2.262
C 0.028 -0.683 -2.003
O -2.237 2.421 -2.168
C -2.322 3.778 -1.846
H -0.043 3.123 -4.285
H 0.470 1.462 -4.200
H 1.578 2.771 -3.896
H 0.987 -0.166 -1.962
H 0.054 -1.313 -2.893
H -0.368 -1.156 -1.105
H -1.481 4.267 -1.355
H -3.335 3.942 -1.479
H -2.327 4.269 -2.819
C 4.874 1.476 1.793
O 4.814 0.229 1.185
P 3.332 -0.450 1.042
O 2.268 0.452 1.411
O 3.388 -1.134 -0.474
C 3.818 -0.339 -1.619
O 3.454 -1.855 1.949
C 4.337 -2.846 1.508
H 5.722 1.373 2.470
H 4.096 1.843 2.461
H 4.950 2.176 0.960
H 3.667 0.737 -1.541
H 3.132 -0.535 -2.444
H 4.822 -0.594 -1.957
H 4.945 -2.617 0.633
H 3.826 -3.801 1.385
H 5.025 -3.044 2.331
*
```



DFT (ωB97M-V with the def2-TZVPD basis set) results for the molecule C6H15N at a distorted geometry.

Properties
orbital gap = 9.9 eV
SMILES = CCCNCCC
electronic energy = -292.34616 hartree

```
! RIJCOSX wB97M-V def2-TZVPD def2/J DEFGRID3
* xyz 0 1
C -1.331 -0.356 0.527
N -0.156 -0.183 -0.302
C 0.633 -1.402 -0.430
C 2.021 -1.112 -0.957
C 2.792 -0.124 -0.094
C -2.297 0.788 0.365
C -1.749 2.150 0.818
H -1.863 -1.294 0.295
H -1.005 -0.459 1.568
H -0.444 0.106 -1.231
H 0.105 -2.127 -1.085
H 0.619 -1.938 0.529
H 1.913 -0.780 -2.000
H 2.580 -2.044 -1.019
H 3.829 -0.077 -0.413
H 2.382 0.884 -0.162
H 2.769 -0.459 0.946
H -3.259 0.573 0.836
H -2.627 0.862 -0.679
H -2.266 2.525 1.703
H -1.806 2.910 0.033
H -0.708 2.007 1.113
*
```



DFT (ωB97M-V with the def2-TZVPD basis set) results for a structure of composition C44H56BN10O7Ru at a distorted geometry.

Properties
orbital gap (spin up / spin down) = 6.9 / 6.1 eV
electronic energy = -2904.08879 hartree
expectation value of S² = 8.760

```
! RIJCOSX wB97M-V def2-TZVPD def2/J DEFGRID3
* xyz 0 6
Ru -0.012 0.510 -0.754
C 2.378 -1.734 -3.543
C 2.752 -1.381 -0.926
C 5.033 -1.866 0.047
C 1.907 -2.043 0.124
C 1.982 -3.130 0.983
C 0.947 -2.946 1.903
C 0.654 -3.807 3.096
C 0.235 -5.212 2.657
C 1.885 -3.884 4.008
N 0.302 -1.811 1.580
N 0.876 -1.264 0.491
B -0.816 -0.956 2.276
N -2.047 -0.864 1.340
N -2.011 -0.083 0.215
C -3.223 -0.131 -0.352
C -4.039 -0.975 0.394
C -3.277 -1.418 1.458
C -3.861 -2.292 2.544
C -2.965 -3.394 3.109
C -4.463 -1.419 3.652
C -3.634 0.692 -1.537
C -4.854 0.097 -2.234
C -3.907 2.133 -1.089
N -0.238 0.472 2.551
N 0.162 1.288 1.526
C 0.609 2.417 2.067
C 0.500 2.343 3.458
C -0.030 1.100 3.735
C -0.156 0.542 5.133
C 0.871 -0.570 5.367
C -1.553 0.101 5.565
C 1.295 3.521 1.305
C 2.813 3.318 1.466
C 0.860 4.939 -0.837
H 3.342 -1.364 -3.882
H 2.418 -2.821 -3.453
H 1.628 -1.497 -4.298
H 2.847 -0.403 -0.458
H 4.730 -2.761 0.588
H 6.095 -1.953 -0.190
H 4.895 -1.006 0.707
H 2.675 -3.956 0.953
H -0.165 -3.355 3.655
H 1.046 -5.697 2.109
H -0.004 -5.826 3.527
H -0.639 -5.186 2.006
H 2.682 -4.455 3.524
H 2.274 -2.892 4.238
H 1.634 -4.382 4.946
H -1.119 -1.454 3.307
H -5.066 -1.239 0.200
H -4.692 -2.790 2.043
H -2.337 -3.031 3.922
H -3.584 -4.200 3.508
H -2.323 -3.812 2.333
H -3.700 -0.785 4.097
H -5.242 -0.772 3.248
H -4.900 -2.041 4.437
H -2.806 0.714 -2.236
H -5.741 0.161 -1.599
H -5.062 0.647 -3.153
H -4.691 -0.951 -2.495
H -4.786 2.174 -0.440
H -3.051 2.534 -0.547
H -4.084 2.769 -1.958
H 0.789 3.099 4.173
H 0.117 1.385 5.771
H 0.633 -1.441 4.756
H 1.874 -0.230 5.101
H 0.876 -0.872 6.416
H -1.836 -0.839 5.099
H -1.571 -0.044 6.648
H -2.300 0.856 5.312
H 1.019 4.468 1.776
H 3.118 2.380 0.999
H 3.393 4.128 1.028
H 3.059 3.254 2.525
H 0.482 4.787 -1.849
H 0.159 5.594 -0.314
H 2.082 6.592 -1.400
C 4.199 -1.696 -1.231
C 4.735 -0.499 -1.982
C 4.127 0.659 -2.288
C 2.710 1.073 -2.138
N 1.700 0.309 -2.220
C 1.909 -1.144 -2.216
C 2.378 2.472 -1.650
C 3.281 3.575 -2.006
C 3.240 4.871 -1.690
C 2.215 5.622 -0.913
C 0.793 3.582 -0.150
N 1.366 2.465 -0.877
H 4.314 -2.597 -1.842
H 5.793 -0.554 -2.226
H 4.769 1.422 -2.708
H 0.925 -1.585 -2.077
H 4.113 3.278 -2.631
H 4.062 5.474 -2.066
H 2.611 5.849 0.083
H -0.271 3.354 -0.101
O 0.086 3.283 -3.448
C -0.586 2.307 -3.143
O -0.983 2.016 -1.937
C -1.050 1.334 -4.182
C -1.390 1.806 -5.424
C -1.921 0.947 -6.382
C -2.076 -0.396 -6.106
C -1.680 -0.885 -4.884
C -1.176 -0.051 -3.831
O -0.878 -0.521 -2.689
N -1.797 -2.329 -4.686
O -0.991 -2.883 -3.961
O -2.693 -2.913 -5.274
N -2.312 1.460 -7.684
O -2.757 0.674 -8.503
O -2.178 2.653 -7.892
H -1.249 2.853 -5.656
H -2.483 -1.063 -6.851
*
```



DFT (ωB97M-V with the def2-TZVPD basis set) results for a cluster of 2 separate species, C9H14 in total at a distorted geometry.

Properties
orbital gap = 10.1 eV
SMILES = Cc1ccccc1.CC
electronic energy = -351.31790 hartree

```
! RIJCOSX wB97M-V def2-TZVPD def2/J DEFGRID3
* xyz 0 1
C 1.948 2.149 1.779
C 1.211 2.239 3.117
H 2.481 3.059 1.634
H 2.632 1.300 1.839
H 1.320 1.978 0.908
H 1.827 2.550 3.952
H 0.317 2.827 3.024
H 0.760 1.266 3.359
C -1.117 0.047 -3.165
C -0.304 -0.927 0.420
C -0.598 -2.279 0.459
C -0.460 -0.191 -0.741
C -0.870 -0.774 -1.941
C -1.029 -2.874 -0.726
C -1.154 -2.129 -1.889
H 0.162 -0.409 1.251
H -0.532 -2.871 1.361
H -0.157 0.851 -0.738
H -1.383 -3.887 -0.679
H -1.420 -0.583 -4.003
H -0.245 0.601 -3.513
H -1.490 -2.729 -2.720
H -1.898 0.788 -2.985
*
```



DFT (ωB97M-V with the def2-TZVPD basis set) results for the molecule C21H23FN6O3S at a distorted geometry.

Properties
orbital gap = 8.5 eV
SMILES = C[C@H](c1nnc(SCC(=O)Nc2cc([N+](=O)[O-])ccc2F)n1Cc1ccccc1)N(C)C
electronic energy = -1866.27105 hartree

```
! RIJCOSX wB97M-V def2-TZVPD def2/J DEFGRID3
* xyz 0 1
C -0.292 -2.673 0.714
H 0.356 -2.729 1.584
H -0.935 -3.548 0.679
H 0.329 -2.662 -0.178
C -1.136 -1.396 0.751
C -0.253 -0.206 0.925
N 1.033 -0.221 1.163
N 1.458 1.042 1.266
C 0.427 1.819 1.076
N -0.700 1.081 0.865
C -2.047 1.558 0.700
C -2.689 1.091 -0.583
C -4.035 0.746 -0.584
C -4.650 0.328 -1.750
C -3.923 0.244 -2.926
C -2.582 0.586 -2.930
C -1.966 1.013 -1.766
H -0.918 1.270 -1.788
H -2.007 0.521 -3.841
H -4.401 -0.089 -3.835
H -5.696 0.062 -1.739
H -4.601 0.803 0.335
H -2.640 1.208 1.550
H -2.004 2.654 0.724
S 0.488 3.570 1.045
C 1.190 3.835 -0.648
C 1.812 2.543 -1.131
O 1.234 1.811 -1.900
N 3.044 2.298 -0.606
C 3.671 1.059 -0.526
C 3.139 -0.119 -1.031
C 3.804 -1.317 -0.812
C 5.013 -1.379 -0.132
C 5.564 -0.209 0.355
C 4.888 0.980 0.161
F 5.410 2.120 0.659
H 6.496 -0.205 0.895
H 5.496 -2.332 0.014
N 3.201 -2.540 -1.279
O 2.074 -2.485 -1.721
O 3.855 -3.557 -1.192
H 2.203 -0.119 -1.568
H 3.430 2.994 0.021
H 1.908 4.648 -0.558
H 0.370 4.121 -1.306
N -2.177 -1.328 1.777
C -3.325 -2.160 1.487
H -3.687 -1.935 0.485
H -4.111 -1.922 2.204
H -3.113 -3.236 1.556
C -1.681 -1.554 3.121
H -2.443 -1.226 3.830
H -1.451 -2.608 3.324
H -0.780 -0.965 3.279
H -1.650 -1.286 -0.213
*
```



DFT (ωB97M-V with the def2-TZVPD basis set) results for the molecule C6H11N at a distorted geometry.

Properties
orbital gap = 12.2 eV
SMILES = CC(C)[C@@H](C)C#N
electronic energy = -289.93311 hartree

```
! RIJCOSX wB97M-V def2-TZVPD def2/J DEFGRID3
* xyz 0 1
C 0.038 -0.141 1.815
C 0.174 -0.663 0.391
C -1.097 -1.438 0.034
C 0.395 0.713 -0.295
C 1.250 0.752 -1.543
C -0.890 1.357 -0.590
N -1.770 1.900 -1.107
H -0.743 0.729 1.558
H 1.070 0.065 2.186
H -0.450 -0.761 2.563
H 1.059 -1.272 0.146
H -0.993 -2.498 0.296
H -1.375 -1.363 -1.019
H -1.933 -1.050 0.627
H 0.874 1.355 0.460
H 1.324 1.785 -1.896
H 2.253 0.393 -1.293
H 0.814 0.137 -2.333
*
```



DFT (ωB97M-V with the def2-TZVPD basis set) results for a cluster of 2 separate species, H4O2 in total at a distorted geometry.

Properties
orbital gap = 12.2 eV
SMILES = O.O
electronic energy = -152.86111 hartree

```
! RIJCOSX wB97M-V def2-TZVPD def2/J DEFGRID3
* xyz 0 1
H 1.466 -0.849 0.087
H 1.122 0.703 0.222
H -1.447 0.835 0.000
H -1.039 -0.678 0.123
O 1.630 0.030 -0.228
O -1.733 -0.041 -0.204
*
```



Which of these has the highest electronic energy? H4O2